DFT (ωB97M-V with the def2-TZVPD basis set) results for a structure of composition C35H48MgN5O3Sb.

```
93
Properties=species:S:1:pos:R:3:lowdin_charge:R:1
Mg 0.034 0.293 -1.330 0.5391
C -0.826 -6.002 1.666 -0.0313
C -0.314 -4.691 1.145 -0.2462
C 0.572 -3.917 1.824 0.0171
C 1.098 -2.700 1.287 -0.0986
C 2.024 -1.888 1.938 0.0035
N 2.398 -1.837 3.206 0.0714
C 1.843 -2.522 4.385 -0.1385
C 0.362 -2.237 4.655 -0.1424
C 0.048 -0.876 5.277 -0.1323
N 0.462 0.223 4.397 0.0754
C -0.090 0.568 3.251 0.0011
C -1.404 0.424 2.793 -0.1024
C -2.571 0.412 3.608 0.0330
C -3.815 0.571 3.068 -0.2481
C -5.060 0.620 3.906 -0.0353
C -3.903 0.748 1.663 0.0550
C -2.821 0.742 0.816 -0.0938
C -3.048 0.919 -0.614 -0.0641
N -2.170 0.889 -1.540 0.0053
C -2.712 0.957 -2.904 -0.2098
C -2.939 -0.444 -3.465 -0.1438
C -1.678 -1.274 -3.670 -0.2093
N -0.922 -1.465 -2.429 0.0079
C -0.938 -2.639 -1.941 -0.0643
C -0.315 -3.039 -0.680 -0.0911
C -0.755 -4.204 -0.112 0.0568
C 0.711 -2.251 -0.037 -0.2775
O 1.218 -1.233 -0.594 -0.1048
C -1.515 0.503 1.359 -0.2761
O -0.496 0.319 0.639 -0.0698
H -0.408 -6.227 2.646 0.0825
H -0.562 -6.821 0.995 0.0935
H -1.914 -5.993 1.756 0.0906
H 0.928 -4.274 2.779 0.1072
H 2.514 -1.154 1.308 0.1331
H 3.175 -1.224 3.392 0.1499
H 2.449 -2.194 5.231 0.1340
H 2.016 -3.593 4.296 0.1179
H 0.009 -3.002 5.350 0.1342
H -0.225 -2.357 3.743 0.1074
H 0.564 -0.739 6.226 0.1353
H -1.015 -0.806 5.479 0.1080
H 1.408 0.542 4.530 0.1481
H 0.588 1.055 2.558 0.1252
H -2.476 0.366 4.685 0.1171
H -4.836 0.436 4.955 0.0824
H -5.780 -0.133 3.581 0.0905
H -5.548 1.593 3.833 0.0924
H -4.889 0.901 1.233 0.1365
H -4.099 1.072 -0.885 0.1404
H -2.006 1.503 -3.534 0.0724
H -3.655 1.510 -2.914 0.1236
H -3.441 -0.352 -4.430 0.1279
H -3.626 -0.979 -2.801 0.1224
H -1.028 -0.771 -4.388 0.0604
H -1.947 -2.242 -4.103 0.1230
H -1.492 -3.433 -2.453 0.1396
H -1.496 -4.787 -0.652 0.1373
O 2.896 0.512 -1.767 -0.1727
C 3.887 1.449 -1.346 -0.2198
C 3.906 1.621 0.162 -0.1469
C 2.495 1.730 0.755 -0.1529
C 1.645 2.813 0.140 -0.2606
C 1.810 4.141 0.517 0.0030
C 1.019 5.122 -0.054 -0.0252
C 0.075 4.748 -0.998 -0.0302
C -0.021 3.412 -1.329 -0.1488
N 0.740 2.455 -0.784 0.0664
H 3.146 -0.384 -1.514 0.0962
H 3.617 2.390 -1.823 0.1055
H 4.875 1.169 -1.717 0.1314
H 4.493 2.511 0.401 0.1253
H 4.423 0.778 0.632 0.1140
H 2.591 1.923 1.829 0.1160
H 1.975 0.782 0.628 0.0649
H 2.554 4.394 1.262 0.1258
H 1.135 6.158 0.234 0.1220
H -0.570 5.473 -1.474 0.1188
H -0.740 3.087 -2.075 0.0945
C -0.188 1.394 -5.805 -0.3116
Sb 1.022 1.184 -4.048 1.3562
C 1.788 3.176 -4.125 -0.2886
C 2.592 0.181 -5.071 -0.2886
H 0.387 1.956 -6.541 0.0180
H -1.118 1.926 -5.611 0.0033
H -0.421 0.416 -6.226 0.0098
H 2.461 3.255 -4.978 0.0209
H 2.315 3.455 -3.217 -0.0123
H 0.957 3.866 -4.270 0.0147
H 2.807 0.739 -5.980 0.0182
H 2.280 -0.828 -5.338 0.0139
H 3.478 0.130 -4.444 0.0001
```

maximum force	0.24	eV/Å
energy relative to the best compared isomer or geometry (same formula, charge and spin)	4.0	kJ/mol
total energy	-62640.195	eV
total charge	+2

DFT (ωB97M-V with the def2-TZVPD basis set) results for a cluster of 8 separate species, C48H68ClF8N4O27S in total at a distorted geometry.

```
157
Properties=species:S:1:pos:R:3:lowdin_charge:R:1
C -4.876 -0.506 0.061 0.1425
C -3.728 -0.185 0.291 -0.0489
C -2.148 -0.189 0.466 -0.2386
C -1.611 0.940 -0.545 -0.1813
S -1.925 2.554 0.247 0.8645
O -2.117 2.514 1.722 -0.2725
O -0.849 3.588 0.175 -0.2940
C -3.349 3.608 -0.365 -0.3479
F -3.681 4.442 0.714 0.1041
F -2.948 4.559 -1.318 0.0794
C -4.695 2.987 -0.869 -0.2451
F -5.297 4.032 -1.627 0.0876
F -4.627 1.966 -1.801 0.1050
C -5.832 2.757 0.255 -0.3981
F -6.460 3.961 0.570 0.1259
F -6.866 1.990 -0.275 0.1257
F -5.343 2.274 1.437 0.1382
N -0.320 0.659 -1.314 -0.0316
C -0.556 1.198 -2.709 -0.0856
C -1.105 2.646 -2.919 -0.2321
N -1.939 2.950 -3.858 0.1454
C 0.916 1.362 -0.811 -0.2311
C 1.594 2.570 -1.541 -0.0200
F 2.089 0.545 -0.656 -0.0051
C -0.164 -0.884 -1.323 -0.2426
O 0.923 -1.338 -2.114 0.0141
C -1.313 -1.617 -2.236 -0.0307
C -1.147 -3.139 -2.534 -0.6666
O -0.387 -3.579 -3.353 0.0324
Cl -2.209 -4.489 -1.881 0.7332
C -0.113 -1.539 0.160 -0.2121
C 0.522 -2.992 0.238 -0.0906
C 2.005 -3.419 0.106 -0.1713
C 2.997 -3.335 -1.094 -0.3718
C 2.580 -3.969 -2.477 -0.0864
C 3.816 -1.953 -1.250 -0.0765
C 0.421 -0.785 1.423 -0.1529
N 1.879 -0.799 1.762 -0.1199
C 2.247 0.428 2.547 -0.1061
N -1.625 -1.561 0.374 -0.1081
C -2.213 -2.440 1.351 -0.1310
C -3.488 -3.327 0.904 -0.2019
O -3.256 -4.739 1.137 -0.0804
C -4.461 -5.452 0.851 -0.4236
O -4.877 -6.221 1.685 0.1333
C -5.248 -5.340 -0.508 -0.1633
C -6.755 -5.864 -0.416 -0.1019
H -5.898 -0.883 -0.161 0.0976
H -2.066 0.103 1.568 0.1397
H -2.392 0.863 -1.380 0.1403
H 0.335 1.018 -3.392 0.1646
H -1.407 0.687 -3.272 0.1429
H -0.798 3.558 -2.318 0.1089
H -2.140 3.958 -3.786 0.0729
H 0.795 1.723 0.262 0.1357
H 2.611 2.771 -1.067 0.1278
H 1.098 3.573 -1.455 0.0778
H 1.861 2.395 -2.649 0.0916
H 0.907 -1.030 -3.035 0.1205
H -2.358 -1.254 -2.024 0.1247
H -1.161 -1.301 -3.328 0.1346
H -0.144 -3.815 -0.190 0.1102
H 0.389 -3.220 1.358 0.1251
H 2.628 -3.104 1.010 0.1094
H 1.961 -4.552 0.305 0.1389
H 3.860 -4.024 -0.783 0.1314
H 1.763 -4.757 -2.355 0.0852
H 3.443 -4.526 -2.983 0.0558
H 2.215 -3.220 -3.249 0.0628
H 4.915 -2.165 -1.458 0.0770
H 3.456 -1.357 -2.143 0.0601
H 3.775 -1.385 -0.278 0.0588
H 0.130 0.290 1.612 0.1055
H -0.014 -1.319 2.343 0.1547
H 2.072 -1.560 2.429 0.1072
H 1.776 0.355 3.583 0.0992
H 3.370 0.476 2.680 0.0988
H 1.942 1.385 2.038 0.0710
H -1.603 -3.191 1.920 0.1387
H -2.678 -1.820 2.200 0.1403
H -3.784 -3.074 -0.155 0.0665
H -4.405 -3.067 1.534 0.1394
H -4.689 -5.992 -1.255 0.1146
H -5.297 -4.304 -0.947 0.0907
H -7.348 -5.335 0.383 0.0890
H -6.778 -6.979 -0.266 0.0780
H -7.239 -5.628 -1.418 0.0862
C 7.315 -3.820 -5.364 -0.1113
C 6.446 -2.619 -5.138 -0.1221
O 5.356 -3.152 -4.386 0.0546
C 5.805 -4.277 -3.770 -0.5331
O 5.197 -4.877 -2.932 0.1209
O 7.032 -4.634 -4.228 0.0756
H 8.374 -3.568 -5.407 0.1391
H 7.044 -4.369 -6.269 0.1397
H 6.943 -1.848 -4.542 0.1419
H 6.099 -2.176 -6.073 0.0795
C -11.535 -5.904 -1.053 -0.1309
C -11.791 -6.464 0.317 -0.1299
O -10.899 -7.571 0.380 0.0695
C -9.894 -7.332 -0.506 -0.5495
O -8.898 -7.980 -0.583 0.1524
O -10.176 -6.255 -1.292 0.0494
H -11.670 -4.823 -1.094 0.1332
H -12.160 -6.368 -1.819 0.1357
H -11.536 -5.759 1.113 0.1343
H -12.823 -6.789 0.450 0.1363
C -0.552 3.883 4.010 -0.1410
C -1.127 5.030 4.789 -0.1184
O -0.462 4.926 6.044 0.0734
C 0.703 4.257 5.829 -0.5360
O 1.574 4.144 6.636 0.1535
O 0.747 3.733 4.575 0.0628
H -0.489 4.092 2.943 0.1143
H -1.110 2.954 4.157 0.1297
H -0.893 6.000 4.343 0.1372
H -2.207 4.950 4.913 0.1393
C 3.948 6.005 7.477 -0.1401
C 3.381 7.148 8.268 -0.1236
O 4.048 7.029 9.520 0.0685
C 5.210 6.355 9.298 -0.5550
O 6.080 6.230 10.102 0.1613
O 5.249 5.841 8.037 0.0486
H 4.009 6.225 6.411 0.1372
H 3.386 5.081 7.617 0.0894
H 3.621 8.121 7.830 0.1342
H 2.301 7.073 8.394 0.1362
C 3.429 -0.673 -9.168 -0.1228
C 3.072 -1.623 -8.061 -0.1222
O 4.332 -2.177 -7.700 0.0616
C 5.288 -1.286 -8.077 -0.5401
O 6.441 -1.366 -7.772 0.1490
O 4.763 -0.295 -8.843 0.0756
H 2.775 0.198 -9.198 0.1360
H 3.427 -1.153 -10.149 0.1387
H 2.648 -1.114 -7.191 0.1323
H 2.383 -2.403 -8.385 0.1385
C 2.899 6.610 -3.846 -0.1128
C 2.083 6.748 -5.098 -0.1142
O 1.735 5.398 -5.399 0.0815
C 1.799 4.698 -4.242 -0.5273
O 1.406 3.573 -4.109 0.0999
O 2.362 5.431 -3.248 0.0644
H 2.793 7.467 -3.181 0.1403
H 3.960 6.450 -4.052 0.1409
H 1.166 7.322 -4.941 0.1385
H 2.645 7.197 -5.916 0.1417
C 5.564 2.213 9.682 -0.1198
C 4.751 2.427 8.438 -0.1368
O 4.373 1.106 8.071 0.0594
C 4.420 0.345 9.200 -0.5546
O 4.003 -0.769 9.278 0.1587
O 5.002 1.022 10.227 0.0675
H 5.478 3.041 10.386 0.1351
H 6.622 2.039 9.468 0.1385
H 3.848 3.015 8.624 0.1255
H 5.325 2.902 7.642 0.1342
```

maximum force	9.05	eV/Å
total energy	-157198.521	eV
total charge	+1

DFT (ωB97M-V with the def2-TZVPD basis set) results for a structure of composition C41H39BKN10O2P2S at a distorted geometry.

```
97
Properties=species:S:1:pos:R:3:lowdin_charge:R:1
K 1.473 -0.803 2.519 0.6442
C -1.043 3.035 3.600 -0.0717
C -0.855 2.022 2.552 -0.1162
N -0.703 0.778 2.880 0.0369
N -0.748 0.356 4.150 -0.1177
C -1.372 2.600 4.804 -0.0413
B -0.083 -1.620 5.624 -0.5303
N 0.959 -2.752 5.213 -0.0473
C 1.002 -4.048 5.668 -0.1112
C 2.083 -4.668 5.135 -0.0826
C 2.648 -3.654 4.270 -0.1619
N 1.940 -2.541 4.348 -0.0634
N 0.620 -0.551 6.455 -0.0685
C 0.425 -0.298 7.756 -0.1504
C 1.486 0.375 8.262 -0.0860
C 2.324 0.556 7.093 -0.1724
N 1.767 0.019 6.041 0.0692
H -0.929 4.083 3.453 0.0847
H -0.702 2.252 1.450 0.1163
H -1.581 3.236 5.629 0.0972
H -0.892 -2.119 6.377 0.1150
H 0.230 -4.401 6.337 0.1069
H 2.362 -5.688 5.251 0.0670
H 3.505 -3.778 3.593 0.1006
H -0.531 -0.649 8.211 0.1263
H 1.605 0.859 9.204 0.0656
H 3.171 1.260 7.068 0.0941
N 1.491 -5.285 0.132 0.0407
C 1.085 -4.132 0.723 -0.9470
S 1.413 -2.591 0.002 0.4299
N 0.195 -4.197 1.703 -0.0530
N -0.155 -3.013 2.383 -0.0585
C -1.268 -3.081 3.045 -0.0801
C -1.640 -1.759 3.699 -0.2485
C -2.939 -1.437 3.601 -0.0735
C -3.598 -0.253 4.071 -0.1045
C -3.080 0.818 4.719 -0.0460
C -1.629 1.138 4.992 -0.2712
N -0.672 -1.003 4.303 0.0030
H 2.369 -5.189 -0.370 0.0697
H 1.446 -6.061 0.791 0.0828
H -1.919 -3.935 3.074 0.1065
H -3.606 -2.033 2.946 0.1089
H -4.693 -0.245 3.975 0.0943
H -3.799 1.562 5.036 0.0905
H -1.441 0.857 6.041 0.1352
O 1.151 2.259 -0.932 -0.3240
P 1.078 2.051 -2.401 0.7206
C 0.885 0.342 -2.995 -0.2912
P -0.713 -0.464 -2.864 0.6843
O -1.561 -0.246 -1.659 -0.3203
C -1.601 0.212 -4.310 -0.2577
C -2.798 0.808 -3.914 -0.0586
C -3.546 1.539 -4.846 -0.0761
C -3.069 1.736 -6.120 -0.1086
C -1.880 1.096 -6.532 -0.0845
C -1.160 0.286 -5.635 -0.0840
C -0.408 -2.190 -3.126 -0.3023
C -0.892 -3.136 -2.205 -0.0970
C -0.613 -4.485 -2.390 -0.0840
C 0.153 -4.895 -3.488 -0.0783
C 0.655 -3.956 -4.383 -0.0848
C 0.378 -2.600 -4.191 -0.0944
C 2.603 2.667 -3.251 -0.2298
C 3.489 3.573 -2.663 -0.0575
C 4.558 4.139 -3.376 -0.0631
C 4.805 3.672 -4.672 -0.1050
C 3.967 2.771 -5.265 -0.1139
C 2.902 2.263 -4.578 -0.1118
C -0.147 3.127 -3.140 -0.2632
C -0.222 3.493 -4.480 -0.0822
C -1.267 4.271 -4.875 -0.1197
C -2.176 4.829 -4.000 -0.0856
C -2.063 4.490 -2.651 -0.0768
C -1.052 3.654 -2.198 -0.0570
H 1.551 -0.348 -2.384 0.1045
H 1.201 0.241 -4.023 0.0315
H -3.053 0.673 -2.902 0.0817
H -4.389 2.142 -4.531 0.1051
H -3.582 2.362 -6.804 0.0886
H -1.492 1.223 -7.563 0.1053
H -0.223 -0.188 -5.933 0.0911
H -1.450 -2.778 -1.356 0.1009
H -1.041 -5.176 -1.684 0.1024
H 0.288 -5.970 -3.650 0.1031
H 1.229 -4.211 -5.240 0.0840
H 0.790 -1.841 -4.856 0.0859
H 3.289 3.877 -1.692 0.0829
H 5.231 4.874 -2.922 0.1061
H 5.607 4.151 -5.245 0.1046
H 4.083 2.484 -6.325 0.1147
H 2.182 1.619 -5.105 0.0930
H 0.560 3.209 -5.192 0.1065
H -1.355 4.532 -5.951 0.1182
H -2.920 5.572 -4.286 0.1049
H -2.750 4.860 -1.861 0.1146
H -0.933 3.367 -1.168 0.0945
```

maximum force	4.11	eV/Å
energy relative to the best compared isomer or geometry (same formula, charge and spin)	262.5	kJ/mol
total energy	-108562.321	eV
total charge	-1

| no. | highest occupied orbital energy (eV) | frontier orbital gap (eV) |
| --- | --- | --- |
| 1 | -12.92 | 7.054 |
| 2 | -11.40 | 7.149 |
| 3 | -3.88 | 5.884 |